[1]
Entry from OMol25: a structure of composition C29H19Co2NO10 (the ωB97M-V functional and the def2-TZVPD basis).

The geometry in ORCA input format:
```
! RIJCOSX wB97M-V def2-TZVPD def2/J DEFGRID3
* xyz -2 1
C -1.174 -1.616 3.988
C 0.057 -1.421 3.110
C 1.344 -1.700 3.858
O 0.035 -2.276 1.954
C -0.997 -1.930 1.087
O -1.936 -2.663 0.915
C -0.778 -0.629 0.374
C -2.141 -0.218 -0.325
C -3.400 -0.313 0.534
C -3.864 0.750 1.321
C -4.956 0.593 2.174
C -5.687 -0.597 2.177
C -6.792 -0.785 3.083
N -7.683 -0.948 3.824
C -5.330 -1.603 1.275
C -4.220 -1.450 0.452
C -0.605 0.346 1.562
O -1.169 1.426 1.601
O 0.150 -0.051 2.639
H -2.110 -1.405 3.452
H -1.190 -2.655 4.342
H -1.105 -0.949 4.855
H 2.188 -1.471 3.207
H 1.396 -1.067 4.747
H 1.370 -2.753 4.142
H -2.021 0.813 -0.681
H -2.227 -0.900 -1.180
H -3.355 1.710 1.293
H -5.242 1.402 2.846
H -5.913 -2.522 1.229
H -3.973 -2.243 -0.251
O 3.015 -0.087 1.233
C 2.039 -0.108 0.625
Co 0.754 -0.167 -0.613
C 0.576 -1.951 -0.760
O 0.254 -3.090 -0.664
C 0.280 1.746 -0.588
O 0.099 2.878 -0.527
C 2.358 0.881 -2.810
C 3.549 1.545 -2.425
C 3.570 2.416 -1.305
C 4.746 3.051 -0.916
C 5.929 2.849 -1.635
C 5.919 2.013 -2.759
C 4.748 1.376 -3.159
C 1.501 -0.025 -2.235
C 1.561 -1.436 -1.743
Co 0.856 0.781 -3.750
C -0.467 1.883 -3.327
O -1.409 2.524 -3.138
C 1.414 1.444 -5.287
O 1.767 1.903 -6.285
C -0.363 -0.459 -3.935
O -1.200 -1.254 -4.002
H 2.639 2.600 -0.760
H 4.735 3.707 -0.041
H 6.849 3.342 -1.323
H 6.837 1.853 -3.330
H 4.716 0.728 -4.038
H 1.457 -2.098 -2.634
H 2.600 -1.722 -1.472
*
```

Computed properties:
- LUMO: 4.483 eV
- Kohn-Sham gap: 4.30 eV
- Energy: -4689.0126 hartree

---

[2]
Entry from OMol25: a structure of composition C29H20AsBrN2O3PtS (the ωB97M-V functional and the def2-TZVPD basis).

The geometry in ORCA input format:
```
! RIJCOSX wB97M-V def2-TZVPD def2/J DEFGRID3
* xyz 0 3
Pt -0.064 0.318 -0.375
O 0.285 -1.743 0.645
N 1.538 -2.059 0.604
C 2.006 -2.868 1.573
C 3.270 -3.397 1.536
C 4.108 -3.065 0.469
C 3.644 -2.199 -0.492
C 2.352 -1.670 -0.418
S 1.829 -0.592 -1.642
H 1.281 -3.087 2.344
H 3.594 -4.060 2.323
H 5.102 -3.473 0.395
H 4.249 -1.897 -1.334
C -5.968 -1.712 -3.999
C -6.015 -0.762 -2.993
C -4.864 -0.410 -2.306
C -3.658 -1.022 -2.623
C -3.610 -1.957 -3.648
C -4.761 -2.303 -4.331
As -2.046 -0.762 -1.475
C -2.696 -1.805 0.025
C -3.562 -1.384 1.017
C -3.893 -2.250 2.049
C -3.344 -3.522 2.088
C -2.475 -3.946 1.097
C -2.143 -3.095 0.054
C -1.219 -3.389 -1.038
C -0.449 -4.536 -1.177
C 0.445 -4.645 -2.229
C 0.558 -3.633 -3.170
C -0.205 -2.483 -3.041
C -1.077 -2.356 -1.976
H -6.868 -1.997 -4.521
H -6.954 -0.299 -2.733
H -4.903 0.337 -1.520
H -2.669 -2.426 -3.906
H -4.713 -3.046 -5.114
H -3.970 -0.379 0.982
H -4.573 -1.929 2.825
H -3.599 -4.188 2.899
H -2.055 -4.939 1.141
H -0.534 -5.337 -0.459
H 1.064 -5.526 -2.317
H 1.249 -3.727 -3.995
H -0.113 -1.670 -3.754
Br -3.173 3.518 0.277
C -1.524 3.717 1.203
C -1.224 4.884 1.895
N -0.085 5.040 2.540
C 0.812 4.074 2.526
C 0.604 2.869 1.857
C -0.600 2.692 1.197
C 1.693 1.789 1.861
O 2.703 2.000 2.506
O 1.458 0.740 1.193
H -1.924 5.706 1.934
H 1.733 4.253 3.066
H -0.827 1.726 0.686
*
```

Computed properties:
- LUMO (alpha / beta): 0.003 / -1.906 eV
- <S²>: 2.0092
- Kohn-Sham gap (alpha / beta): 7.95 / 6.09 eV
- Energy: -6779.5188 hartree

---

[3]
Entry from OMol25: a structure of composition C29H20Br2IrNO4PS2 (the ωB97M-V functional and the def2-TZVPD basis).

The geometry in ORCA input format:
```
! RIJCOSX wB97M-V def2-TZVPD def2/J DEFGRID3
* xyz 0 2
Ir 0.003 -0.351 0.184
C -2.855 -1.982 1.569
C -3.084 -0.519 1.352
C -4.264 0.096 1.846
C -4.533 1.401 1.582
C -3.630 2.140 0.783
C -3.806 3.473 0.357
Br -5.366 4.440 0.846
C -2.868 4.093 -0.412
C -1.682 3.421 -0.760
Br -0.374 4.290 -1.807
C -1.421 2.137 -0.330
O -0.271 1.552 -0.549
C -2.448 1.485 0.399
N -2.185 0.188 0.699
H -3.803 -2.488 1.746
H -2.210 -2.149 2.435
H -2.359 -2.427 0.710
H -4.963 -0.499 2.419
H -5.437 1.864 1.953
H -3.031 5.108 -0.746
O 2.288 -1.390 1.558
S 1.280 -2.282 2.089
O 1.816 -3.550 2.482
O 0.092 -2.332 1.153
C 0.681 -1.408 3.501
C 0.155 -2.090 4.584
C -0.226 -1.376 5.709
C -0.033 -0.002 5.747
C 0.473 0.675 4.645
C 0.804 -0.016 3.482
P 1.266 0.827 1.890
C 0.510 2.477 2.139
C 1.123 3.597 1.581
C 0.513 4.842 1.648
C -0.719 4.981 2.269
C -1.354 3.869 2.802
C -0.756 2.621 2.714
C 3.035 1.210 2.022
C 3.490 1.917 3.132
C 4.840 2.196 3.270
C 5.739 1.771 2.300
C 5.284 1.077 1.188
C 3.933 0.801 1.044
H 0.073 -3.169 4.538
H -0.664 -1.888 6.556
H -0.284 0.554 6.641
H 0.594 1.748 4.694
H 2.080 3.492 1.085
H 0.994 5.701 1.200
H -1.199 5.951 2.312
H -2.324 3.970 3.275
H -1.275 1.756 3.111
H 2.794 2.252 3.891
H 5.192 2.736 4.139
H 6.795 1.980 2.416
H 5.986 0.739 0.436
H 3.570 0.245 0.190
S 2.188 -1.176 -2.225
C 0.992 -0.697 -1.396
*
```

Computed properties:
- LUMO (alpha / beta): -0.445 / -1.690 eV
- <S²>: 0.7602
- Kohn-Sham gap (alpha / beta): 7.06 / 6.20 eV
- Energy: -7862.9136 hartree

---

[4]
Entry from OMol25: a structure of composition C29H20BrCl3F3N3O3PtS2 (the ωB97M-V functional and the def2-TZVPD basis).

The geometry in ORCA input format:
```
! RIJCOSX wB97M-V def2-TZVPD def2/J DEFGRID3
* xyz 0 1
Pt -2.378 -1.591 -0.855
F 2.799 -2.345 -0.656
C 2.470 -3.289 0.256
F 3.620 -3.626 0.874
F 2.066 -4.367 -0.426
C 1.443 -2.791 1.234
C 1.716 -2.847 2.589
C 0.781 -2.374 3.496
C -0.390 -1.843 2.986
N -0.681 -1.795 1.689
C 0.195 -2.284 0.809
S -0.243 -2.317 -0.890
H 2.658 -3.254 2.929
H 0.962 -2.403 4.561
H -1.144 -1.436 3.650
Br -9.355 -2.537 0.290
C -7.590 -2.031 -0.168
C -7.320 -0.699 -0.439
C -6.024 -0.338 -0.769
C -5.034 -1.307 -0.824
C -5.297 -2.642 -0.553
C -6.602 -2.996 -0.227
C -4.277 -3.776 -0.606
O -4.680 -4.918 -0.586
O -3.020 -3.462 -0.726
H -8.107 0.041 -0.396
H -5.789 0.694 -0.992
H -4.061 -0.877 -1.141
H -6.810 -4.038 -0.029
Cl 1.747 1.732 4.347
C 1.782 1.927 2.624
C 1.818 0.809 1.810
C 1.859 0.986 0.439
C 1.860 2.251 -0.142
C 1.859 2.345 -1.655
C 0.507 2.827 -2.199
N -0.569 2.071 -1.577
C -1.269 2.434 -0.449
C -1.970 1.336 -0.062
N -1.692 0.310 -0.936
C -0.841 0.780 -1.824
O 2.840 3.206 -2.184
C 4.083 2.563 -2.465
C 4.644 1.800 -1.303
C 5.136 2.369 -0.165
Cl 5.291 4.046 0.147
S 5.589 1.216 1.016
C 5.148 -0.073 -0.018
C 4.666 0.377 -1.206
C 1.793 3.350 0.710
Cl 1.692 4.976 0.095
C 1.768 3.203 2.088
H 1.820 -0.180 2.243
H 1.895 0.112 -0.203
H 2.016 1.323 -2.027
H 0.475 2.689 -3.279
H 0.364 3.881 -1.980
H -1.192 3.421 -0.028
H -2.632 1.200 0.775
H -0.408 0.215 -2.632
H 4.752 3.367 -2.770
H 3.954 1.878 -3.311
H 5.261 -1.095 0.307
H 4.322 -0.279 -1.994
H 1.727 4.072 2.728
*
```

Computed properties:
- LUMO: -0.130 eV
- Kohn-Sham gap: 8.20 eV
- Energy: -6677.0361 hartree